Entry 1:
109
Properties=species:S:1:pos:R:3 method="wB97M-V/def2-TZVPD" charge=-1 e_lumo_ev=2.093 energy_ev=-110514.361
C 3.68351 -2.80497 -2.57098
C 3.82359 -1.52311 -2.88569
C 4.06748 -1.09356 -4.28561
O 5.15949 -0.73699 -4.61670
O 3.06793 -1.16592 -5.18256
C 1.87741 -0.42178 -4.80714
C 0.75443 -1.32289 -4.31928
C -0.12316 -1.86274 -5.45295
C -0.62836 -3.31106 -5.26888
C -0.87954 -3.75714 -3.80473
C 0.28540 -4.62105 -3.33420
S 0.39311 -5.05319 -1.60824
O -0.84023 -5.70012 -1.24790
O 1.57513 -5.88642 -1.54653
N 0.74904 -3.74679 -0.73455
S -0.26395 -2.56618 -0.49040
O -1.67120 -2.86639 -0.57323
O 0.13372 -1.32333 -1.12223
P 0.11786 -2.21010 1.60975
O -1.01043 -1.59077 2.34023
H 3.80587 -3.14945 -1.55586
H 3.42662 -3.54937 -3.31268
H 3.79340 -0.77385 -2.10462
H 1.58290 0.19344 -5.65387
H 2.15014 0.25078 -3.99185
H 0.14187 -0.71430 -3.66085
H 1.21853 -2.11126 -3.74049
H -0.97363 -1.20832 -5.64435
H 0.47543 -1.86009 -6.36843
H -1.50658 -3.45509 -5.88996
H 0.14257 -3.96686 -5.67696
H -1.77127 -4.38085 -3.79464
H -1.06017 -2.89778 -3.16697
H 1.24992 -4.22804 -3.64317
H 0.19221 -5.60026 -3.80572
H 1.29627 -1.44149 1.58713
H 0.48818 -3.48012 2.08315
F -5.92802 1.46165 6.30222
C -5.23692 0.61511 5.48847
C -3.86777 0.74664 5.40800
C -3.16316 -0.11883 4.58234
C -3.83385 -1.08858 3.85138
C -5.21477 -1.19455 3.94771
C -5.93073 -0.33950 4.77664
H -3.36735 1.51509 5.98369
H -2.08767 -0.04104 4.50251
H -3.27152 -1.75084 3.20746
H -5.73969 -1.94672 3.37439
H -7.00677 -0.41094 4.87317
F 6.15251 1.52798 -1.12334
C 6.99540 1.97703 -2.08108
C 7.83744 3.02731 -1.77629
C 8.70794 3.48662 -2.75373
C 8.71436 2.89928 -4.01143
C 7.85136 1.84620 -4.28980
C 6.98180 1.36900 -3.31984
H 7.80940 3.47325 -0.79100
H 9.38044 4.30404 -2.52946
H 9.39173 3.26171 -4.77368
H 7.85088 1.38775 -5.26979
H 6.30854 0.54056 -3.52574
F -1.71347 7.20527 6.93763
C -1.94518 6.02859 7.55585
C -3.08491 5.31963 7.23604
C -3.31587 4.10957 7.87390
C -2.41606 3.63278 8.81745
C -1.27842 4.36673 9.12261
C -1.03320 5.57513 8.48691
H -3.77433 5.71214 6.50098
H -4.20086 3.53553 7.63147
H -2.60184 2.68915 9.31237
H -0.57676 3.99832 9.85882
H -0.14991 6.16047 8.70347
F -10.79906 2.52080 2.57327
C -10.46601 2.81834 3.84626
C -9.37417 2.19455 4.41515
C -9.03556 2.50751 5.72374
C -9.79133 3.42706 6.43927
C -10.88651 4.03822 5.84522
C -11.23043 3.73782 4.53515
H -8.80281 1.47897 3.83885
H -8.17901 2.03508 6.18193
H -9.52469 3.66669 7.45984
H -11.47797 4.75259 6.40233
H -12.07546 4.20629 4.04902
F -0.71969 -4.16420 -8.11673
C -1.67843 -4.93968 -8.65535
C -1.35381 -5.74056 -9.73236
C -2.33870 -6.54423 -10.28686
C -3.62581 -6.53323 -9.76790
C -3.92795 -5.71699 -8.68689
C -2.95054 -4.91344 -8.11853
H -0.34535 -5.72926 -10.12299
H -2.09817 -7.18198 -11.12694
H -4.39135 -7.16038 -10.20459
H -4.93032 -5.70394 -8.28078
H -3.16712 -4.27738 -7.27173
F 9.81028 4.16459 0.88355
C 9.28072 3.84345 2.08236
C 8.65625 2.62088 2.22414
C 8.11241 2.29373 3.45729
C 8.19364 3.18557 4.51801
C 8.82441 4.40995 4.34688
C 9.37831 4.74716 3.12040
H 8.59755 1.94498 1.38129
H 7.62230 1.33864 3.58763
H 7.76419 2.92646 5.47619
H 8.88501 5.10854 5.17055
H 9.87892 5.69324 2.96503


Entry 2:
102
Properties=species:S:1:pos:R:3 method="wB97M-V/def2-TZVPD" charge=+1 e_lumo_ev=-3.038 energy_ev=-146187.351
Ga -1.04723 0.83721 -0.47435
C 5.19373 -2.30543 3.24653
S 5.41748 -2.79750 1.52283
C 5.48185 -1.16847 0.71777
C 4.23630 -0.83067 -0.09808
C 2.99877 -0.77153 0.78311
N 1.76230 -0.30963 0.08491
P 1.21343 1.25507 0.36740
C 2.59961 2.33872 -0.01027
C 2.97097 2.52730 -1.34580
C 4.09510 3.27582 -1.65611
C 4.84967 3.84504 -0.63558
C 4.47776 3.66838 0.68958
C 3.35089 2.92016 1.00768
C 0.83571 1.45791 2.11512
C 0.40912 2.71358 2.55335
C -0.04743 2.87443 3.85172
C -0.08363 1.78245 4.71134
C 0.32450 0.53001 4.27187
C 0.77613 0.36243 2.97013
P 0.57737 -1.30851 -0.66717
C 1.04185 -2.95251 -0.01834
C 1.96516 -3.71897 -0.73977
C 2.44809 -4.90903 -0.21776
C 2.01889 -5.35323 1.02359
C 1.09884 -4.60353 1.74128
C 0.60817 -3.41047 1.22939
C 1.07609 -1.46369 -2.40765
C 2.19950 -0.84900 -2.94378
C 2.51524 -1.02396 -4.28824
C 1.71178 -1.81840 -5.09423
C 0.58766 -2.44038 -4.55782
C 0.26581 -2.25594 -3.22245
H 5.10215 -3.22318 3.82682
H 4.28398 -1.71722 3.37883
H 6.05584 -1.74686 3.60819
H 6.36177 -1.15987 0.07748
H 5.63848 -0.42103 1.49954
H 4.09341 -1.58073 -0.88145
H 4.38855 0.13732 -0.58602
H 3.18175 -0.08298 1.61003
H 2.82257 -1.75314 1.21973
H 2.39462 2.07272 -2.14021
H 4.38361 3.41673 -2.69056
H 5.73037 4.42936 -0.87562
H 5.06376 4.11613 1.48235
H 3.06626 2.78559 2.04393
H 0.41908 3.56357 1.87982
H -0.38839 3.84594 4.18879
H -0.44214 1.90718 5.72518
H 0.27966 -0.32214 4.93897
H 1.04756 -0.62617 2.61626
H 2.30478 -3.40631 -1.71616
H 3.16771 -5.48548 -0.78542
H 2.40381 -6.28116 1.43075
H 0.74939 -4.94915 2.70642
H -0.11632 -2.84620 1.79261
H 2.84414 -0.25288 -2.30742
H 3.40012 -0.55183 -4.70092
H 1.96332 -1.96152 -6.13784
H -0.03517 -3.06840 -5.18288
H -0.60845 -2.75066 -2.80661
O -3.68128 1.72586 2.57161
C -4.27485 0.52512 2.71250
C -5.50777 0.52711 3.36620
C -6.18904 -0.65185 3.57773
C -5.65676 -1.87307 3.15692
C -4.43911 -1.87982 2.51575
C -3.73352 -0.69457 2.27085
C -2.45814 -0.81753 1.52710
O -1.94573 -1.88872 1.27793
O -1.94785 0.34351 1.11392
H -2.89158 1.62467 2.01423
H -5.90561 1.47983 3.69357
H -7.15289 -0.62602 4.07316
H -6.19011 -2.79834 3.33426
H -3.99430 -2.80751 2.18016
C -1.04037 2.55949 -4.20217
C -2.00242 1.44961 -4.65600
C -1.85447 0.34608 -3.60524
O -0.81122 0.77468 -2.68034
C -0.05504 1.83523 -3.30762
H -1.57483 3.30153 -3.61949
H -0.54271 3.05639 -5.03465
H -1.72566 1.06501 -5.63688
H -3.02728 1.81022 -4.71193
H -1.53536 -0.59231 -4.05094
H -2.75869 0.17498 -3.02546
H 0.75892 1.37780 -3.87651
H 0.35645 2.46949 -2.52485
Te -2.34328 3.04324 -0.68263
C -4.25920 2.15464 -0.61649
C -5.35125 3.00359 -0.46640
C -6.63334 2.47649 -0.36873
C -6.83757 1.10389 -0.41464
C -5.75152 0.25286 -0.57054
C -4.46737 0.77543 -0.67585
H -5.21003 4.07755 -0.41647
H -7.47598 3.14670 -0.24801
H -7.83785 0.69784 -0.32399
H -5.89836 -0.82153 -0.60372
H -3.63873 0.08716 -0.79118


Entry 3:
106
Properties=species:S:1:pos:R:3 method="wB97M-V/def2-TZVPD" de_lowest_kcal_mol=27.19 e_lumo_ev="-0.659 / -0.705" spin_multiplicity=6 energy_ev=-111367.428
Mn 1.24860 1.10856 -0.15496
O 6.13203 4.84901 -0.45462
C 5.16820 4.13186 -0.40820
C 3.85866 4.41786 0.32731
O 3.59499 5.41538 0.96360
C 3.02406 3.23877 0.08937
C 3.68370 2.31095 -0.72555
O 3.10084 1.19505 -1.05910
C 5.02589 2.76215 -1.07340
O 5.87094 2.20358 -1.74353
O 1.82933 3.01597 0.52365
O 2.13485 -1.11845 0.07409
S 3.33756 -1.55211 -0.72772
C 2.94020 -1.26919 -2.48974
C 4.16232 -1.02531 -3.32378
C 5.02730 -2.07899 -3.60675
C 6.16459 -1.87383 -4.37252
C 6.44057 -0.61023 -4.87226
C 5.57884 0.44141 -4.60049
C 4.44769 0.23659 -3.82746
C 3.18726 -3.37519 -0.69234
C 1.85407 -3.90899 -1.11140
C 0.75529 -3.78918 -0.26340
C -0.48465 -4.27131 -0.64957
C -0.65082 -4.87077 -1.89127
C 0.43762 -4.99432 -2.74296
C 1.68165 -4.51949 -2.35117
H 2.26495 -0.41774 -2.46765
H 2.38472 -2.13107 -2.86033
H 4.81127 -3.07335 -3.23043
H 6.83477 -2.69911 -4.57545
H 7.33299 -0.44159 -5.46019
H 5.80364 1.43392 -4.96649
H 3.80351 1.06861 -3.57407
H 3.40403 -3.62571 0.34710
H 4.00084 -3.76711 -1.30512
H 0.88327 -3.31125 0.69868
H -1.32205 -4.18339 0.02980
H -1.61861 -5.25779 -2.18672
H 0.32395 -5.47116 -3.70794
H 2.53132 -4.63006 -3.01550
C 1.17402 0.46980 8.42107
C 0.84373 0.54169 6.95845
C -0.38101 1.03914 6.52742
C -0.68420 1.14057 5.18038
C -2.02964 1.69723 4.78510
C 0.27376 0.72396 4.23527
C -0.04480 0.87854 2.82530
O 0.72987 0.64714 1.90752
C 1.52218 0.20518 4.64866
C 2.58934 -0.25636 3.69764
C 1.77166 0.12722 6.01060
H 0.28909 0.61536 9.03819
H 1.89917 1.24226 8.68410
H 1.61933 -0.49255 8.67405
H -1.11016 1.36315 7.26067
H -2.55916 2.04196 5.67112
H -2.65384 0.94194 4.30230
H -1.94645 2.54389 4.10318
H -1.05854 1.23429 2.58117
H 2.21199 -0.94459 2.94274
H 3.39058 -0.73789 4.25649
H 3.00908 0.58853 3.14846
H 2.72499 -0.26747 6.34251
N -9.29620 3.01573 -2.72549
C -8.19629 3.03054 -2.39499
C -6.82127 3.04950 -1.97923
C -6.09671 1.86076 -1.93134
C -4.77901 1.87519 -1.51455
C -4.17764 3.08033 -1.16654
C -4.89330 4.26947 -1.22202
C -6.21780 4.25211 -1.61992
N -2.82809 3.08586 -0.74957
C -2.24952 3.87505 0.22905
C -0.94532 3.49813 0.29596
N -0.70650 2.49210 -0.62150
C -1.84529 2.27794 -1.22370
H -6.57373 0.93009 -2.20617
H -4.21870 0.95210 -1.43927
H -4.41002 5.20417 -0.97400
H -6.78373 5.17181 -1.66702
H -2.81806 4.60247 0.77970
H -0.13836 3.88436 0.89588
H -2.01727 1.57966 -2.02503
C -4.17567 -3.21291 -1.43119
C -3.51293 -1.96716 -2.00039
N -2.55007 -1.35093 -1.09282
C -2.99829 -1.03702 0.25928
C -2.56734 -2.03727 1.32769
C -1.33923 -0.86866 -1.51569
C -1.04267 -0.85692 -2.98854
N -0.43477 -0.41814 -0.72468
H -4.84645 -3.63878 -2.17739
H -4.77016 -2.99583 -0.54374
H -3.43364 -3.96688 -1.17052
H -4.29025 -1.24104 -2.27764
H -2.99276 -2.23932 -2.91443
H -4.08866 -0.96884 0.23717
H -2.63331 -0.03546 0.51322
H -3.04115 -3.00680 1.17564
H -2.84855 -1.67820 2.31922
H -1.48765 -2.19519 1.31877
H -1.87595 -0.49476 -3.59169
H -0.79080 -1.86585 -3.32414
H -0.17394 -0.22482 -3.15318
H -0.66417 -0.59252 0.25087


Entry 4:
100
Properties=species:S:1:pos:R:3 method="wB97M-V/def2-TZVPD" de_lowest_kcal_mol=24.99 e_lumo_ev=-0.023 energy_ev=-80887.774
Y -1.73400 -0.29163 -0.24269
N -2.99544 -3.03843 2.28764
C -2.41494 -1.97144 2.95245
C -2.33355 -2.07482 4.35388
C -1.83065 -1.01802 5.06603
C -1.41613 0.13120 4.39224
C -1.52608 0.13267 3.02426
N -2.00434 -0.89624 2.30066
C -3.23518 -3.33880 0.94716
C -4.08385 -4.42831 0.71509
C -4.32626 -4.82033 -0.57993
C -3.70953 -4.14115 -1.62410
C -2.88698 -3.08355 -1.31191
N -2.66330 -2.66199 -0.04391
H -3.38301 -3.72562 2.91396
H -2.67322 -2.97390 4.85003
H -1.76830 -1.08036 6.14462
H -1.03092 0.99561 4.91088
H -1.27051 1.02296 2.46155
H -4.54951 -4.93801 1.54839
H -4.99024 -5.65282 -0.77384
H -3.85633 -4.41835 -2.65702
H -2.35644 -2.50250 -2.06521
C -5.69935 -0.40581 0.33232
Si -4.91620 0.97607 -0.68500
C -4.66121 0.31170 -2.41725
C -6.17325 2.35959 -0.81763
C -3.32460 1.44156 0.09694
H -6.70070 -0.64140 -0.03525
H -5.78439 -0.12468 1.38501
H -5.11359 -1.32832 0.28053
H -5.62284 0.05593 -2.87058
H -4.02944 -0.58121 -2.45103
H -4.16723 1.04841 -3.05547
H -7.11126 2.00249 -1.24932
H -5.79036 3.15512 -1.46018
H -6.39154 2.79758 0.15834
H -3.51840 1.62448 1.16502
H -2.97571 2.38763 -0.34191
N -1.13935 -0.59096 -2.13473
C -1.22768 0.19763 -3.25188
C -1.24023 1.61079 -3.18494
C -1.41328 2.41158 -4.30170
C -1.57339 1.85542 -5.56535
C -1.55096 0.46730 -5.67189
C -1.37736 -0.33113 -4.55528
H -1.13901 2.08796 -2.21452
H -1.43170 3.48972 -4.17835
H -1.71002 2.48007 -6.43740
H -1.66876 0.00057 -6.64322
H -1.35849 -1.41142 -4.65559
C 3.56222 -0.73094 -0.77191
P 1.70099 -0.79021 -1.04118
C 1.13393 -1.52662 0.57512
C 0.52991 -2.78279 0.47086
C 0.27953 -3.55889 1.59734
C 0.62373 -3.07967 2.84987
C 1.20911 -1.82547 2.97711
C 1.46332 -1.05875 1.85223
C 1.31304 0.99169 -0.82705
C 1.74519 1.85187 -1.84086
C 1.44473 3.20170 -1.80862
C 0.66113 3.72654 -0.78653
C 0.18428 2.88647 0.20285
C 0.52249 1.53430 0.18582
P 4.44450 -0.50721 0.82040
C 4.00800 1.21667 1.27135
C 4.02643 2.27526 0.36313
C 3.69168 3.55748 0.76228
C 3.34828 3.80617 2.08684
C 3.34567 2.76896 3.00649
C 3.67563 1.48189 2.59632
C 6.16467 -0.23983 0.21719
C 7.04102 0.51874 0.99567
C 8.36477 0.68397 0.62627
C 8.84908 0.08576 -0.53035
C 7.99367 -0.67456 -1.31002
C 6.66338 -0.83453 -0.93973
H 3.91533 -0.00575 -1.51534
H 3.88813 -1.70940 -1.14114
H 0.27046 -3.15324 -0.51531
H -0.17352 -4.53644 1.48956
H 0.44381 -3.68262 3.73100
H 1.48443 -1.45177 3.95511
H 1.93977 -0.09602 1.96738
H 2.30678 1.45363 -2.67853
H 1.78959 3.84307 -2.60873
H 0.40836 4.77799 -0.77608
H -0.43732 3.27588 0.99938
H 0.21407 0.91818 1.02250
H 4.29932 2.09146 -0.66883
H 3.69484 4.36511 0.04242
H 3.08892 4.80939 2.39839
H 3.08986 2.95958 4.04052
H 3.67500 0.66774 3.31319
H 6.67982 0.99871 1.89884
H 9.02187 1.28341 1.24282
H 9.88278 0.21550 -0.82096
H 8.35571 -1.14456 -2.21514
H 6.02068 -1.43075 -1.57185


Max |F|, record by record: 1.13 0.57 0.46 0.75 eV/Å